Computed, not measured: a molecular structure, C22H30N4O5, with the ωB97M-V functional and the def2-TZVPD basis.

Values from the calculation:
**HOMO energy**: -8.56 eV
**Relative energy (zero: lowest compared OMol25 entry of this formula, charge and spin)**: 578.5 kcal/mol

Cartesian coordinates (Å):
C1 -5.87739 4.02549 2.47999
H1 -6.75225 4.81630 2.69682
O1 -4.84324 4.86050 2.64926
C2 -3.47933 4.24681 2.41413
C3 -3.16572 3.05793 1.87965
C4 -1.92118 2.34242 1.79961
C5 -0.74773 3.05805 2.15009
C6 -1.09393 4.49786 2.34934
C7 -2.34455 4.96505 2.54828
H2 -2.48059 6.02699 3.03287
H3 -0.35754 4.93043 2.60572
N1 0.37290 2.62794 1.67614
C8 0.98161 1.63741 1.41425
O2 0.04831 0.46744 1.20149
C9 2.32780 1.50521 1.27482
C10 3.24394 0.32118 1.08544
N2 4.54438 1.03155 1.23234
C11 4.35873 2.18005 1.63221
N3 2.89104 2.60206 1.69207
H4 5.09504 2.77685 1.82875
H5 5.28536 0.44654 0.80897
C12 3.07869 -1.17831 0.55393
O3 4.03579 -1.63215 0.20515
N4 1.86452 -1.66938 0.55630
C13 1.53791 -2.77439 -0.37295
C14 0.47345 -3.54295 0.57138
H6 0.65125 -3.20078 1.65031
H7 0.63146 -4.69065 0.45568
C15 -0.77625 -3.52127 -0.01084
C16 -1.31613 -1.97068 0.02990
H8 -2.44760 -1.93254 -0.51225
H9 -1.29408 -1.52910 0.84315
H10 -0.75019 -1.34506 -0.64673
C17 -1.72583 -4.25580 0.67597
H11 -1.84866 -3.99316 1.71582
H12 -3.02373 -4.32875 0.21404
H13 -1.55221 -5.24470 0.51024
H14 -0.81671 -3.91601 -0.89813
C18 1.48805 -2.80542 -1.65049
O4 1.44349 -3.93928 -2.34340
O5 1.44277 -1.50059 -1.85862
C19 1.29725 -1.42539 -3.33432
C20 0.07433 -1.82370 -4.01912
H15 -0.71862 -1.41210 -3.37835
H16 0.03230 -2.90904 -4.11804
H17 -0.18429 -1.28247 -4.95995
C21 2.54382 -1.57183 -4.13168
H18 2.57567 -2.60309 -4.11533
H19 2.35392 -1.26247 -5.35783
H20 3.42417 -1.44272 -3.80424
C22 1.16154 0.38240 -3.49186
H21 2.08372 0.79189 -3.07469
H22 0.93853 0.89075 -4.47780
H23 0.41884 0.73276 -2.70393
H24 2.62415 -3.30826 0.21474
H25 0.95776 -1.04731 0.82628
H26 1.20727 3.40489 1.97628
H27 -1.86122 1.26939 1.41246
H28 -4.23992 2.20470 1.74430
H29 -5.99119 3.68665 1.65349
H30 -5.87971 3.27185 2.99891

=====

Computed, not measured: C3H8N2O in the gas phase, with the ωB97M-V functional and the def2-TZVPD basis.

Values from the calculation:
**HOMO energy**: -7.44 eV
**Relative energy (zero: lowest compared OMol25 entry of this formula, charge and spin)**: 48.7 kcal/mol
**SMILES**: CN/C(N)=C/O

Cartesian coordinates (Å):
C1 -0.04656 0.65483 1.74615
N1 -0.78997 0.71562 0.49490
C2 -0.21212 0.09895 -0.64862
N2 1.04463 0.57386 -1.08692
C3 -0.68255 -1.11459 -0.97550
O1 -0.06982 -1.93295 -1.89100
H1 0.66184 -1.43247 -2.28187
H2 -1.76888 0.48357 0.62236
H3 1.20417 1.50153 -0.71936
H4 1.83875 -0.01538 -0.85535
H5 -1.63227 -1.50296 -0.64873
H6 1.01796 0.77240 1.57844
H7 -0.36849 1.47724 2.38761
H8 -0.19669 -0.27964 2.27789

=====

Computed, not measured: a molecular structure, ClLi2, with the ωB97M-V functional and the def2-TZVPD basis.

Values from the calculation:
**HOMO energy**: -12.53 eV
**Relative energy (zero: lowest compared OMol25 entry of this formula, charge and spin)**: 32.2 kcal/mol
**Charge**: +1

Cartesian coordinates (Å):
Li1 -10.40177 -1.34378 -10.39179
Li2 -13.46111 -6.24506 -10.37365
Cl1 -11.53635 -3.95156 -9.46499

=====

Computed, not measured: a molecular structure, C8H26N10O10Zn2, with the ωB97M-V functional and the def2-TZVPD basis.

Values from the calculation:
**<S²>**: 0.754
**HOMO energy (spin up / spin down)**: -17.39 / -17.39 eV
**Spin multiplicity**: 2
**Charge**: +3

Cartesian coordinates (Å):
Zn1 -1.03465 -0.52955 -1.63584
Zn2 -2.56061 -0.02668 2.34440
C1 -1.11078 0.75033 0.43278
O1 -1.42515 1.34422 1.41102
O2 -0.47872 1.03095 -0.55725
O3 -1.56704 -0.37143 0.31267
C2 0.44048 -0.09687 -4.37419
O4 -0.22342 0.02030 -3.35876
N1 1.23402 0.78432 -4.80368
N2 0.62878 -1.17226 -5.03572
H1 1.76333 0.35097 -5.54674
H2 1.39744 1.68315 -4.37297
H3 0.44579 -2.06767 -4.60576
H4 1.35525 -1.04475 -5.72571
C3 1.90461 -1.85430 -1.43991
O5 0.75466 -1.45637 -1.44314
N3 2.38395 -2.85262 -2.16058
N4 2.80982 -1.22986 -0.78855
H5 1.89722 -3.23631 -2.95806
H6 3.38729 -2.93674 -2.08091
H7 2.64066 -0.43857 -0.18411
H8 3.72843 -1.53772 -1.07398
C4 -2.73287 4.31606 -0.52279
O6 -3.03631 5.39617 -1.00493
N5 -1.96988 3.43774 -1.20161
N6 -2.94993 3.94377 0.69353
H9 -1.58732 2.62356 -0.74242
H10 -1.48347 3.77030 -2.02192
H11 -2.44081 3.15484 1.06568
H12 -3.22538 4.73395 1.25907
C5 0.15368 -1.61176 3.31829
O7 -0.67861 -0.74379 3.18461
N7 1.03523 -1.95549 2.42037
N8 0.25488 -2.32092 4.40498
H13 1.56267 -2.81634 2.44920
H14 0.86591 -1.56167 1.50586
H15 0.07995 -1.71931 5.19716
H16 1.09878 -2.86890 4.31754
C6 -2.90924 -3.26418 2.05337
O8 -3.10278 -2.06801 2.02703
N9 -2.20111 -3.96814 2.90041
N10 -3.47888 -4.08290 1.21387
H17 -2.10326 -4.96778 2.79435
H18 -1.60755 -3.51551 3.58079
H19 -3.53691 -5.07133 1.41320
H20 -3.95538 -3.72094 0.40022
C7 2.80809 2.72755 0.50594
C8 1.66486 3.73464 0.49642
O9 0.86129 3.74038 1.69554
O10 2.27214 1.36759 0.82371
H21 3.37369 2.99522 1.39843
H22 3.51614 2.67630 -0.32119
H23 0.94310 3.57667 -0.30496
H24 2.11891 4.72465 0.45375
H25 0.63174 2.80916 1.73730
H26 1.38732 1.41587 0.45445